Formula: C4H5NO2
Source: the Open Molecules 2025 dataset
Level of theory: the ωB97M-V functional and the def2-TZVPD basis

Each line ends with the natural charge from an NBO analysis.
CARTESIAN COORDINATES (ANGSTROEM)
O (-2.3335, 0.6187, 0.7992)  -0.50
C (-1.7638, -0.1479, 0.0588)  0.43
C (-0.3829, 0.1361, -0.5011)  -0.05
C (0.5590, 0.8709, 0.4787)  -0.27
N (1.7672, 0.0491, 0.5147)  -0.45
C (1.5077, -0.9827, -0.1655)  0.38
O (0.2985, -1.1035, -0.7749)  -0.49
H (-2.2223, -1.1006, -0.2723)  0.12
H (-0.5098, 0.6693, -1.4553)  0.21
H (0.7912, 1.8890, 0.1585)  0.22
H (0.1138, 0.9266, 1.4794)  0.22
H (2.1748, -1.8252, -0.3203)  0.19

Max |F| = 0.77 eV/A
Energy above the lowest of the compared OMol25 structures with the same formula, charge and spin = 28.8 kcal per mole
Kohn-Sham gap = 10.6 eV